Record 1
Here is a cluster of 2 separate species, C4H14NS in total in a non-equilibrium geometry from the Open Molecules 2025 dataset. Energies are from ωB97M-V/def2-TZVPD.

Values from the calculation:
Energy relative to the best compared isomer or geometry (same formula, charge and spin) (eV): 2.3811
Kohn-Sham gap (eV): 9.88
Net charge: +1
HOMO level (eV): -13.133

Structure (XYZ):
```
20
Properties=species:S:1:pos:R:3:lowdin_charge:R:1
C 0.325 1.946 0.505 -0.600
C 1.612 1.970 1.156 -0.225
S -0.726 0.854 1.616 0.735
H -0.181 2.899 0.459 0.080
H 0.389 1.633 -0.513 0.042
H 2.430 2.701 0.594 0.155
H -1.610 1.724 2.094 -0.130
H 1.960 0.953 1.245 0.058
H 1.298 2.464 2.071 0.067
C 0.374 -1.552 -1.549 -0.192
C 0.047 -3.074 -1.939 -0.070
N -0.874 -0.917 -1.170 0.186
H 1.185 -1.622 -0.734 0.153
H 0.962 -0.948 -2.282 0.140
H -0.465 -3.370 -2.856 0.075
H -0.075 -3.791 -1.102 0.089
H -1.435 -1.559 -0.769 0.116
H -0.682 0.017 -0.655 0.096
H -1.247 -0.575 -1.956 0.117
H 1.056 -3.511 -2.298 0.108
```

Record 2
Here is a structure of composition C4H14NbOSm in a non-equilibrium geometry from the Open Molecules 2025 dataset. Energies are from ωB97M-V/def2-TZVPD.

Values from the calculation:
Kohn-Sham gap (spin up / spin down) (eV): 7.82 / 6.55
2S+1: 5
Net charge: +1
HOMO level (spin up / spin down) (eV): -12.978 / -11.620

Structure (XYZ):
```
21
Properties=species:S:1:pos:R:3:lowdin_charge:R:1
C 3.023 -0.563 -0.249 -0.081
C 2.067 0.551 0.175 -0.228
C 0.582 0.159 0.120 -0.277
C -0.277 1.231 -0.500 -0.324
O -1.648 1.226 -0.049 -0.543
Nb -2.756 -0.467 -0.238 1.074
H 3.887 -0.158 -0.761 0.079
H 3.393 -1.110 0.612 0.075
H 2.541 -1.275 -0.910 0.076
H 2.308 0.807 1.206 0.106
H 2.228 1.451 -0.410 0.113
H 0.486 -0.759 -0.450 0.089
H 0.220 -0.011 1.129 -0.046
H -0.235 1.165 -1.584 0.128
H 0.148 2.198 -0.237 0.119
H -1.673 -1.304 1.059 -0.226
H -1.709 -1.239 -1.504 -0.076
H -4.084 0.142 -1.289 -0.108
H -3.597 0.049 1.375 -0.140
H -3.638 -2.032 -0.159 -0.141
Sm -1.265 -0.060 2.664 1.332
```

Record 3
Here is a cluster of 4 separate species, C4H14O3 in total in a non-equilibrium geometry from the Open Molecules 2025 dataset. Energies are from ωB97M-V/def2-TZVPD.

Values from the calculation:
Energy relative to the best compared isomer or geometry (same formula, charge and spin) (eV): 1.9428
Kohn-Sham gap (eV): 9.74
Net charge: 0
HOMO level (eV): -9.169

Structure (XYZ):
```
21
Properties=species:S:1:pos:R:3:lowdin_charge:R:1
C 2.260 0.380 -0.562 -0.112
C 1.455 -0.353 0.474 -0.164
C 1.402 0.066 1.720 -0.164
C 0.312 -0.471 2.598 -0.132
H 2.172 0.212 -1.637 0.033
H 2.289 1.477 -0.513 0.079
H 3.329 0.119 -0.438 0.078
H 0.810 -1.132 0.092 0.106
H 1.964 0.829 2.243 0.111
H -0.442 0.292 2.723 0.050
H 0.511 -0.739 3.646 0.071
H -0.173 -1.406 2.379 0.071
O -2.384 -0.338 -1.509 -0.071
H -2.346 0.605 -1.726 0.036
H -2.682 -0.720 -2.342 0.032
O -2.245 1.266 1.161 -0.060
H -1.412 0.844 0.928 0.007
H -2.873 0.610 1.473 0.041
O 0.162 -0.642 -2.810 -0.068
H -0.040 -0.036 -3.538 0.046
H 1.123 -0.590 -2.852 0.010
```

Record 4
Here is a cluster of 3 separate species, C4H14O3 in total in a non-equilibrium geometry from the Open Molecules 2025 dataset. Energies are from ωB97M-V/def2-TZVPD.

Values from the calculation:
Energy relative to the best compared isomer or geometry (same formula, charge and spin) (eV): 0.3179
Kohn-Sham gap (eV): 11.46
Net charge: 0
HOMO level (eV): -10.825

Structure (XYZ):
```
21
Properties=species:S:1:pos:R:3:lowdin_charge:R:1
C -1.669 -0.069 -2.030 -0.093
C -0.813 -0.534 -0.842 -0.223
C -1.224 0.069 0.478 -0.425
C -0.498 -0.565 1.643 -0.049
O -0.857 1.482 0.421 -0.065
H -2.732 -0.220 -1.856 0.073
H -1.518 1.009 -2.121 0.069
H -1.320 -0.500 -2.964 0.070
H 0.219 -0.280 -1.069 0.107
H -0.881 -1.620 -0.775 0.115
H -2.298 0.027 0.627 0.141
H -0.698 -0.025 2.568 0.084
H 0.576 -0.660 1.540 0.070
H -0.905 -1.567 1.817 0.086
H -1.579 2.010 0.759 0.093
O 2.115 1.439 0.432 -0.055
H 1.161 1.340 0.304 -0.009
H 2.429 1.910 -0.346 0.045
O 3.789 -1.305 0.408 -0.063
H 3.811 -0.472 0.889 0.018
H 2.894 -1.468 0.115 0.010
```

| no. | energy (eV) |
| --- | --- |
| 1 | -16691.81041 |
| 2 | -25861.26425 |
| 3 | -10515.98648 |
| 4 | -10517.61135 |